# 1
C9H17NS | wB97M-V/def2-TZVPD

Values from the calculation:
- Gap between HOMO and LUMO (spin up / spin down): 7.52 / 6.41 eV
- HOMO level (spin up / spin down): -7.143 / -6.388 eV

Last column: Mulliken charge in e.
CARTESIAN COORDINATES (ANGSTROEM)
H1 -1.580 4.067 -0.684  0.227
H2 -0.242 -1.663 -1.685  0.404
C1 -0.851 1.873 -0.951  0.640
H3 0.736 -2.736 0.537  0.375
H4 -1.867 -1.068 -1.155  0.408
H5 2.055 -1.663 -0.083  0.460
C2 -1.832 2.924 -0.780  -1.087
C3 1.574 0.419 1.611  -1.774
H6 2.190 0.735 0.756  0.402
H7 -0.893 -2.243 -0.176  0.496
H8 0.123 -1.771 2.962  0.332
H9 1.510 0.766 -3.756  0.300
C4 -0.256 -0.266 -0.003  0.177
H10 1.150 1.344 2.069  0.283
N1 -0.641 0.993 -0.034  -0.289
C5 1.435 -1.900 0.703  -1.639
H11 2.095 -0.115 2.424  0.492
H12 2.182 -2.189 1.523  0.383
C6 -0.928 -1.398 -0.857  -1.546
S1 -0.403 1.861 -2.676  -0.062
H13 -2.472 2.618 0.080  0.315
C7 0.575 0.599 -3.228  -0.590
H14 -0.786 -0.094 2.599  0.393
C8 -0.440 -1.085 2.214  -1.431
H15 0.534 -0.371 -2.575  0.046
H16 -1.092 -1.829 1.731  0.390
H17 -2.488 2.913 -1.709  0.305
C9 0.614 -0.719 1.142  1.590

# 2
CH5N2S | wB97M-V/def2-TZVPD

Values from the calculation:
- Gap between HOMO and LUMO: 7.35 eV
- HOMO level: -2.990 eV
- Charge: -1

Last column: Mulliken charge in e.
CARTESIAN COORDINATES (ANGSTROEM)
H1 -0.311 -0.266 -1.277  0.250
H2 -0.140 1.200 1.222  0.225
N1 -1.060 1.678 -1.120  -0.787
H3 0.190 -0.487 0.967  0.081
H4 1.584 -2.439 1.841  -0.049
N2 -0.206 0.395 0.625  -0.298
S1 1.680 -2.238 0.514  -0.862
C1 -0.541 0.594 -0.654  0.228
H5 -1.196 1.565 -2.118  0.212

# 3
C21H33N9O12 | wB97M-V/def2-TZVPD

Values from the calculation:
- Gap between HOMO and LUMO: 9.36 eV
- HOMO level: -9.609 eV
- SMILES: C[N+](=O)[O-].C[N+](=O)[O-].C[N+](=O)[O-].C[N+](=O)[O-].C[N+](=O)[O-].C[N+](=O)[O-].c1ccncc1.c1ccncc1.c1ccncc1

Last column: Mulliken charge in e.
CARTESIAN COORDINATES (ANGSTROEM)
H1 -7.097 -3.544 -0.121  0.295
H2 1.400 4.995 2.243  0.407
C1 -2.857 -0.501 2.478  -0.499
H3 2.244 3.878 0.147  0.452
C2 2.033 4.108 2.256  -0.517
H4 -1.759 -1.985 -2.768  0.246
N1 -3.626 -0.113 3.713  1.023
H5 -3.175 0.818 -1.680  0.265
H6 -0.966 -3.056 -0.970  0.570
O1 -4.144 -3.757 -3.863  -0.565
H7 -3.321 -1.413 2.090  0.184
H8 2.648 -0.170 -6.022  0.351
O2 6.839 -1.223 -0.110  -0.562
H9 0.454 0.212 1.103  0.568
O3 5.128 -0.835 1.131  -0.549
H10 -1.838 -0.695 2.854  0.273
H11 1.374 -4.117 -0.858  0.354
H12 2.689 -0.655 1.335  0.185
C3 1.164 -3.173 -0.321  -0.582
H13 4.166 1.051 2.370  0.416
C4 -2.861 -2.116 -2.818  -0.703
O4 -1.729 2.554 3.051  -0.459
C5 4.105 -0.879 -4.635  -0.665
O5 -2.709 -4.378 -2.347  -0.550
N2 -1.476 1.602 -2.721  1.008
H14 -2.292 2.122 -0.806  0.376
H15 3.239 -2.956 0.354  0.362
H16 6.225 1.542 0.451  0.362
C6 3.340 2.628 3.529  -0.993
H17 -5.613 -4.448 -0.111  0.313
N3 5.926 -0.483 0.236  0.980
H18 1.012 0.380 -4.350  0.380
N4 -0.318 -1.372 0.005  0.066
O6 -5.240 -2.798 1.699  -0.546
N5 -5.392 -2.478 0.518  0.883
H19 -3.359 -1.548 -3.611  0.365
O7 -3.370 -0.686 4.699  -0.600
C7 2.535 3.719 3.489  -0.114
H20 1.623 -0.042 -1.821  0.635
C8 -2.167 1.270 -1.454  -0.256
H21 -4.276 2.962 4.280  0.272
N6 3.429 -0.690 -2.328  -0.094
C9 3.626 1.982 2.331  0.016
C10 -6.051 -3.508 -0.364  -0.756
O8 -3.091 3.885 2.036  -0.554
H22 6.323 0.954 -1.257  0.312
O9 -1.577 0.807 -3.619  -0.555
C11 2.459 3.458 1.111  -0.435
H23 4.850 -1.170 -5.406  0.366
C12 1.969 0.050 -3.982  -0.586
C13 2.263 -0.168 -2.660  -0.292
H24 4.752 1.162 -0.411  0.243
H25 -2.835 3.271 5.136  0.294
H26 3.883 2.293 4.411  0.404
C14 1.930 -1.272 0.874  0.006
N7 3.245 2.398 1.142  -0.014
H27 2.326 4.280 4.427  0.355
O10 -4.603 0.601 3.558  -0.594
H28 -1.594 0.465 -0.995  -0.213
C15 5.806 0.893 -0.305  -0.790
C16 0.677 -0.753 0.667  -0.784
O11 -0.913 2.681 -2.767  -0.576
H29 -5.750 -3.194 -1.356  0.279
H30 5.233 -1.444 -2.861  0.468
N8 -3.269 -3.518 -3.022  0.980
H31 -3.645 4.730 4.180  0.268
C17 -0.118 -2.581 -0.471  -0.526
C18 2.204 -2.545 0.305  -0.261
C19 -3.441 3.649 4.285  -0.700
O12 -5.096 -1.418 0.020  -0.472
H32 -3.220 -1.891 -1.838  0.243
C20 4.320 -1.030 -3.252  -0.277
C21 2.882 -0.354 -4.969  -0.260
N9 -2.668 3.323 3.046  0.895
H33 -2.866 0.236 1.691  0.180

# 4
C3H9NO | wB97M-V/def2-TZVPD

Values from the calculation:
- Gap between HOMO and LUMO: 10.16 eV
- HOMO level: -9.042 eV
- SMILES: CC=O.CN

Last column: Mulliken charge in e.
CARTESIAN COORDINATES (ANGSTROEM)
C1 -4.646 3.270 0.130  0.155
H1 -4.010 2.377 0.292  0.302
H2 5.513 -4.082 0.238  0.225
C2 4.670 -3.645 -0.306  -0.609
H3 -3.556 4.873 -0.751  0.250
C3 -3.932 4.583 0.232  -0.794
O1 -5.818 3.140 -0.103  -0.458
H4 -3.080 4.536 0.909  0.287
H5 3.738 -5.464 -0.149  0.197
H6 4.989 -3.548 -1.342  0.214
H7 -4.622 5.363 0.567  0.258
N1 3.486 -4.491 -0.237  -0.517
H8 2.789 -4.273 0.459  0.210
H9 4.479 -2.640 0.062  0.279

# 5
C4H30N2O11S | wB97M-V/def2-TZVPD

Values from the calculation:
- Gap between HOMO and LUMO (spin up / spin down): 7.41 / 2.74 eV
- Multiplicity: 2
- ⟨S²⟩: 0.754
- HOMO level (spin up / spin down): -11.684 / -11.665 eV
- Charge: +1

Last column: Mulliken charge in e.
CARTESIAN COORDINATES (ANGSTROEM)
H1 3.084 -1.383 1.660  0.432
H2 -2.538 -1.417 1.464  0.216
H3 -0.706 1.276 -4.016  0.318
H4 -1.439 -2.668 -0.699  0.249
C1 -0.621 -2.436 -0.008  -0.896
H5 0.120 0.400 3.607  0.439
H6 -0.679 2.991 2.564  0.309
N1 1.283 0.041 -0.405  0.708
O1 -0.727 0.774 3.392  -0.319
O2 -0.071 2.294 2.792  -0.374
H7 -2.946 3.168 1.375  0.326
H8 -0.674 1.645 3.166  0.487
C2 -0.110 -0.211 -0.524  -0.697
O3 -0.778 0.323 -3.890  -0.629
H9 -1.892 -2.027 -3.851  0.296
S1 -0.766 -3.964 1.039  -0.181
H10 -3.706 1.400 -2.095  0.298
H11 -0.506 -0.625 -1.438  0.354
H12 -0.568 0.813 -0.493  0.359
C3 2.134 0.265 -1.426  -0.017
H13 0.150 0.092 -4.068  0.291
H14 1.613 0.379 0.488  -0.344
H15 -2.312 1.117 -2.614  0.238
H16 1.771 1.381 2.262  0.188
H17 2.318 3.133 -2.718  0.287
N2 -2.009 -0.631 1.114  -0.646
H18 2.478 2.639 1.712  0.310
O4 -2.779 1.349 -1.809  -0.512
H19 1.994 1.823 -3.344  0.396
O5 3.832 -0.904 1.297  -0.685
O6 2.304 2.709 -3.595  -0.655
H20 -1.226 0.419 2.638  0.438
H21 3.140 0.378 -0.975  0.341
H22 -2.735 2.139 0.252  0.289
O7 2.300 1.696 1.523  -0.649
O8 1.855 0.124 -2.603  -0.643
O9 -2.344 2.930 0.648  -0.612
H23 -3.090 -2.434 -3.059  0.305
C4 -0.651 -1.074 0.657  0.740
O10 -2.164 -2.672 -3.175  -0.613
H24 -2.433 -0.135 0.337  0.231
H25 3.593 0.031 1.329  0.359
H26 -0.401 -3.648 2.319  0.078
H27 0.329 -2.646 -0.555  0.466
H28 2.568 -3.092 2.254  0.325
H29 2.127 -2.460 3.416  0.268
O11 1.970 -2.362 2.466  -0.601
H30 -0.091 -0.940 1.590  -0.270

Number 1: DFT total energy -21929.6995 eV. Number 2: DFT total energy -14934.7892 eV. Number 3: DFT total energy -60275.3028 eV. Number 4: DFT total energy -6793.6566 eV. Number 5: DFT total energy -40957.9554 eV.